# 1
The following is a DFT calculation (the ωB97M-V functional and the def2-TZVPD basis) of C15H21IN3NaO5S3 as an isolated structure.

Element x y z (Å)
Na 0.9612 -0.4492 1.1487
C -0.7565 1.9308 -0.4158
C 0.4885 2.5370 0.2442
N 0.8033 1.9516 1.5393
C 0.0331 2.4020 2.6921
C -1.3992 1.8885 2.8098
S -1.6395 0.0939 2.5756
C -2.6641 0.0379 1.0717
C -1.9468 -0.2412 -0.2550
N -0.7079 0.4874 -0.3978
H -1.6465 2.2541 0.1224
H -0.8484 2.3504 -1.4293
H 1.3477 2.3473 -0.4052
H 0.3547 3.6301 0.3005
H 1.7920 2.0603 1.7213
H 0.5685 2.0881 3.5900
H -0.0306 3.5002 2.7485
H -1.7220 2.1591 3.8226
H -2.0699 2.3893 2.1128
H -3.4108 -0.7415 1.2291
H -3.2141 0.9791 1.0385
H -1.6944 -1.3035 -0.3108
H -2.6705 -0.0558 -1.0659
H -0.1041 0.0769 -1.1008
O 5.6858 -1.9900 -2.7647
C 4.7781 -1.6963 -2.0072
C 4.9070 -0.9123 -0.7269
O 5.9395 -0.4467 -0.2713
C 3.5457 -0.8078 -0.1581
C 2.6228 -1.4800 -1.0380
O 1.3672 -1.5506 -0.8237
C 3.3320 -2.0387 -2.1763
O 2.8415 -2.6777 -3.1155
O 3.2175 -0.2308 0.9077
I -3.8327 2.8778 6.0595
C -1.5804 3.0471 6.0319
H -1.4993 4.0839 6.3990
H -1.3699 2.4373 6.9259
S -4.0584 -2.8632 -3.0486
C -2.4185 -2.7118 -3.2658
N -1.5027 -3.6397 -2.9971
C -0.0872 -3.2491 -3.0101
C -0.0024 -2.0502 -3.9473
S -1.6454 -1.2660 -3.8719
H -1.8167 -4.4767 -2.5330
H 0.5344 -4.0656 -3.3678
H 0.2515 -2.9588 -2.0146
H 0.2058 -2.3433 -4.9747
H 0.7611 -1.3638 -3.5981

Atoms 1-2, force components in eV/Å:
-0.01 0.02 0.00
-0.01 0.01 0.00

Calculated values
gap between HOMO and LUMO	5.34	eV
HOMO	-1.662	eV
total charge	-2

# 2
The following is a DFT calculation (the ωB97M-V functional and the def2-TZVPD basis) of C15H21N3O2S in the gas phase.

Element x y z (Å)
C 6.6768 -1.2477 0.8164
H 7.7640 -1.2490 0.8547
H 6.2956 -1.1851 1.8335
H 6.3505 -2.1911 0.3879
C 6.1790 -0.0543 -0.0110
C 4.6588 -0.0637 -0.0297
C 3.8867 0.9775 0.4623
C 2.5005 0.9418 0.4289
C 1.8493 -0.1559 -0.1082
C 2.6077 -1.2131 -0.6048
C 3.9832 -1.1609 -0.5632
H 4.5368 -1.9986 -0.9585
H 2.0971 -2.0667 -1.0229
O 0.4874 -0.3012 -0.1965
C -0.3369 0.7382 0.2793
C -1.7796 0.2889 0.0100
C -2.7865 1.2844 0.5885
H -3.1295 0.9417 1.5640
H -2.3312 2.2678 0.6937
S -4.2419 1.5979 -0.4764
C -5.2282 0.1992 -0.1812
N -6.5159 0.1337 -0.4495
C -6.8433 -1.1188 -0.0778
N -5.8423 -1.8174 0.4001
N -4.8014 -0.9750 0.3310
H -3.8668 -1.2552 0.6067
H -7.8372 -1.5057 -0.1613
O -1.9961 -0.9711 0.6088
H -1.2309 -1.5241 0.4013
H -1.9125 0.2082 -1.0801
H -0.1333 1.6781 -0.2479
H -0.1911 0.8834 1.3589
H 1.9489 1.7800 0.8258
H 4.3505 1.8521 0.8880
C 6.7530 1.2254 0.6029
H 7.8399 1.1775 0.5887
H 6.4487 2.1021 0.0361
H 6.4363 1.3401 1.6370
C 6.6974 -0.1679 -1.4515
H 6.3282 0.6619 -2.0504
H 6.3743 -1.0944 -1.9177
H 7.7849 -0.1435 -1.4609

Atoms 1-2, force components in eV/Å:
-0.04 0.16 -0.09
0.14 -0.03 0.00

Calculated values
gap between HOMO and LUMO	9.09	eV
HOMO	-8.644	eV
structure (SMILES)	CC(C)(C)c1ccc(OC[C@@H](O)CSc2ncn[nH]2)cc1

# 3
The following is a DFT calculation (the ωB97M-V functional and the def2-TZVPD basis) of C15H21N3O3 in the gas phase.

Element x y z (Å)
O 1.7175 2.9585 1.7018
N 0.7097 2.5283 2.2428
O 0.1849 3.0666 3.2073
C 0.1659 1.3040 1.7881
C -0.4205 0.4966 2.7670
C -0.7517 -0.8071 2.5265
C -0.4971 -1.3724 1.2597
C 0.0193 -0.5440 0.2642
C 0.3303 0.8062 0.4705
N 0.7210 1.5944 -0.5704
C 0.2931 2.9679 -0.7307
H -0.4120 2.9960 -1.5752
C 1.4867 3.8865 -1.0268
C 2.5819 3.0784 -1.7243
C 1.9380 2.0495 -2.6463
C 1.1899 1.0046 -1.8070
H 0.3572 0.5878 -2.3967
H 1.8742 0.1913 -1.5498
H 1.2513 2.5567 -3.3267
H 2.6911 1.5450 -3.2528
H 3.2399 3.7403 -2.2873
H 3.1795 2.5616 -0.9728
H 1.1514 4.7092 -1.6601
H 1.8795 4.2994 -0.1002
H -0.2527 3.3049 0.1494
H 0.1313 -0.9373 -0.7303
N -0.7208 -2.7122 1.0511
C -1.8753 -3.3874 1.6087
H -2.2511 -2.8660 2.4852
C -2.9856 -3.4585 0.5480
H -3.8349 -4.0369 0.9142
O -2.5448 -4.1083 -0.6224
C -1.4214 -3.4594 -1.1754
H -1.1306 -4.0449 -2.0489
C -0.2841 -3.3956 -0.1477
H 0.6027 -2.9196 -0.5617
H -0.0224 -4.4205 0.1401
H -1.6968 -2.4412 -1.4918
H -3.3170 -2.4355 0.3077
H -1.5805 -4.4031 1.8933
H -1.1455 -1.4066 3.3296
H -0.5513 0.9229 3.7503

Atoms 1-2, force components in eV/Å:
0.02 0.02 0.02
0.36 0.74 0.43

Calculated values
gap between HOMO and LUMO	7.94	eV
HOMO	-7.829	eV
structure (SMILES)	O=[N+]([O-])c1ccc(N2CCOCC2)cc1N1CCCCC1

# 4
The following is a DFT calculation (the ωB97M-V functional and the def2-TZVPD basis) of C15H21N3O4 in the gas phase.

Element x y z (Å)
C 0.7993 3.2255 -0.5426
C 1.4842 1.9067 -0.6638
C 0.9060 0.9280 -1.4640
C 1.4761 -0.3312 -1.6139
C 2.6692 -0.6297 -0.9438
C 3.2528 0.3207 -0.1479
C 2.6761 1.5851 0.0014
N 3.3610 2.5059 0.8595
O 3.0242 3.6731 0.8621
O 4.2602 2.0631 1.5495
H 4.1717 0.1128 0.3784
H 3.1084 -1.6055 -1.0708
O 0.9535 -1.3344 -2.3598
C -0.2435 -1.1016 -3.0736
C -1.4537 -0.8191 -2.1676
O -2.3662 -0.1074 -2.5263
N -1.3829 -1.4375 -0.9785
H -0.5740 -2.0058 -0.7732
C -2.3377 -1.2282 0.0920
C -2.8893 -2.5580 0.6027
C -3.8572 -2.2932 1.7674
N -3.2700 -1.5428 2.8567
C -2.3741 -2.3106 3.6935
H -2.0704 -1.6918 4.5369
H -1.4674 -2.6690 3.1858
H -2.9137 -3.1745 4.0794
C -2.7166 -0.2926 2.3825
C -1.6940 -0.4572 1.2468
H -1.3611 0.5234 0.9039
H -0.8190 -1.0030 1.6088
H -2.2574 0.2269 3.2259
H -3.5504 0.3168 2.0195
H -4.2357 -3.2386 2.1611
H -4.7079 -1.7146 1.3937
H -3.4117 -3.0815 -0.1987
H -2.0650 -3.1898 0.9424
H -3.1483 -0.6323 -0.3411
H -0.4290 -2.0229 -3.6331
H -0.1359 -0.2769 -3.7867
H -0.0160 1.1707 -1.9682
H -0.1646 3.2001 -1.0448
H 1.4105 4.0112 -0.9839
H 0.6546 3.4969 0.5015

Atoms 1-2, force components in eV/Å:
-0.16 0.26 -0.02
0.43 0.01 0.30

Calculated values
gap between HOMO and LUMO	8.25	eV
HOMO	-8.538	eV
structure (SMILES)	Cc1cc(OCC(=O)NC2CCN(C)CC2)ccc1[N+](=O)[O-]

Calculated F_max in order - 0.101 0.925 1.324 1.397 eV/Å
Calculated relative energy (zero: lowest compared OMol25 entry of this formula, charge and spin) in order - 28.8 47.1 117.9 108.3 kcal/mol
Calculated E_tot in order - -75628.264 -35296.266 -26505.303 -28553.790 eV